Molecular formula: C2H3N3O2
Method: DFT, ωB97M-V/def2-TZVPD

Structure (XYZ):
```
10
Properties=species:S:1:pos:R:3:forces:R:3
N -1.837 -0.356 0.169 1.5 -1.6 -4.4
N -0.480 -0.032 -0.316 -1.8 0.6 1.3
C 0.111 1.191 -0.036 0.8 -2.5 -1.4
N 1.395 1.169 -0.025 -0.3 -1.6 1.5
C 1.724 -0.213 0.081 -0.6 0.6 -2.4
O 2.793 -0.683 0.044 0.4 -1.0 0.7
O 0.461 -1.057 -0.222 1.4 2.4 1.2
H -1.978 -1.192 -0.516 -0.6 2.0 1.1
H -1.789 -0.905 0.983 0.7 -0.3 2.1
H -0.400 2.078 -0.164 -1.5 1.5 0.2
```
Forces are in eV/Å.

## Properties
**E_HOMO**: -9.92 eV
**Net charge**: 0
**SMILES**: Nn1cnc(=O)o1
**LUMO energy**: 0.27 eV
**Energy relative to the best compared isomer or geometry (same formula, charge and spin)**: 3.651 eV